C3H10N2O2 | wB97M-V/def2-TZVPD

Its spin multiplicity is 2. As for the charge: -1. Its orbital gap (spin up / spin down) is 0.0995 / 0.3407 Eh.

```
17
C3H10N2O2 | OMol25 | wB97M-V/def2-TZVPD
C -1.307 0.705 -0.496
N -0.238 0.470 0.482
C 0.892 1.371 0.378
C 2.136 0.808 1.009
N 2.035 -0.392 1.640
O 3.226 1.347 0.862
H -1.100 1.471 -1.243
H -2.274 0.876 -0.012
H -1.524 -0.200 -1.072
H -0.696 0.479 1.378
H 0.643 2.385 0.739
H 1.186 1.583 -0.648
H 1.127 -0.778 1.865
H 2.854 -0.696 2.142
H -3.051 -2.803 -2.274
H -1.547 -3.183 -2.592
O -2.361 -3.443 -2.157
```

Table of natural (NBO) atomic charges, one value per atom, all in e:
1 C -0.89
2 N -0.70
3 C -0.37
4 C 0.64
5 N -0.84
6 O -0.66
7 H 0.18
8 H 0.16
9 H 0.16
10 H 0.34
11 H 0.19
12 H 0.23
13 H 0.40
14 H 0.39
15 H 0.42
16 H 0.43
17 O -1.08

***

C3H10N2O2 | wB97M-V/def2-TZVPD

Its spin multiplicity is 2. As for the charge: -1. Its orbital gap (spin up / spin down) is 0.3241 / 0.1803 Eh.

```
17
C3H10N2O2 | OMol25 | wB97M-V/def2-TZVPD
N -0.284 0.237 -1.396
C 0.495 0.780 -0.204
C -0.360 1.001 1.025
C 1.855 0.015 0.036
N 1.942 -0.519 1.209
O 2.660 0.136 -0.899
H -1.209 -0.118 -1.037
H 0.035 -2.277 -0.154
H 0.787 1.797 -0.514
H -0.840 0.049 1.271
H 0.244 1.340 1.877
H -1.139 1.781 0.905
H 2.636 -1.249 1.127
H -0.580 -2.592 -0.411
H -0.316 0.758 -2.259
H -3.410 -0.676 -0.440
O -2.517 -0.466 -0.136
```

Table of natural (NBO) atomic charges, one value per atom, all in e:
1 N -0.56
2 C -0.13
3 C -0.62
4 C 0.59
5 N -0.84
6 O -0.69
7 H 0.45
8 H 0.00
9 H 0.19
10 H 0.26
11 H 0.21
12 H 0.20
13 H 0.33
14 H 0.00
15 H 0.36
16 H 0.42
17 O -1.17

***

C3H10N2O2 | wB97M-V/def2-TZVPD

Its spin multiplicity is 1. As for the SMILES: CC(=O)NCN.O. Its orbital gap is 0.3874 Eh.

```
17
C3H10N2O2 | OMol25 | wB97M-V/def2-TZVPD
O 0.442 -0.877 1.041
C 0.904 -0.676 -0.060
N 0.137 -0.219 -1.089
C -1.226 0.244 -0.841
N -1.327 1.641 -1.257
C 2.335 -1.019 -0.408
H 0.565 0.324 -1.818
H -1.893 -0.352 -1.444
H -1.479 0.178 0.204
H -1.334 2.267 -0.468
H -2.174 1.820 -1.776
H 3.029 -0.609 0.318
H 2.310 -2.105 -0.540
H 2.547 -0.628 -1.406
H -1.187 0.100 3.931
H -0.499 -0.361 2.633
O -1.150 0.271 2.981
```

Table of natural (NBO) atomic charges, one value per atom, all in e:
1 O -0.67
2 C 0.70
3 N -0.62
4 C -0.07
5 N -0.85
6 C -0.70
7 H 0.40
8 H 0.18
9 H 0.22
10 H 0.37
11 H 0.36
12 H 0.24
13 H 0.24
14 H 0.21
15 H 0.46
16 H 0.50
17 O -0.97